Entry 1:
ORCA calculation (the ωB97M-V functional and the def2-TZVPD basis) on the molecule C8H9NO2.

Computed properties:
**Gap between HOMO and LUMO**: 7.8 eV
**E_LUMO**: -0.98 eV

Geometry as ORCA input:
```
! wB97M-V def2-TZVPD RIJCOSX def2/J DEFGRID3
* xyz 0 1
C 1.61 0.97 -0.44
C 0.24 0.56 -0.10
C -0.59 1.38 0.62
C -1.95 1.28 0.67
C -2.60 0.20 0.24
N -3.95 -0.01 -0.03
O -4.42 -1.09 -0.31
O -4.59 1.04 -0.09
C -1.65 -1.09 -0.12
C -0.33 -1.95 0.41
C -0.22 -0.77 -0.52
H 2.60 0.84 0.18
H 1.74 2.03 -0.75
H 1.90 0.51 -1.50
H 0.00 2.28 0.93
H -2.48 2.07 1.02
H -2.12 -1.70 -0.75
H -0.15 -2.92 0.06
H 0.07 -1.63 1.39
H 0.35 -0.86 -1.46
*
```

Which charges does natural (NBO) predict for the atoms? In e, they are: number 1, C, carries -0.6815; number 2, C, carries 0.1248; number 3, C, carries -0.2738; number 4, C, carries -0.1287; number 5, C, carries 0.0820; number 6, N, carries 0.4919; number 7, O, carries -0.3651; number 8, O, carries -0.4069; number 9, C, carries -0.2161; number 10, C, carries -0.3696; number 11, C, carries -0.3064; number 12, H, carries 0.2543; number 13, H, carries 0.2339; number 14, H, carries 0.2202; number 15, H, carries 0.2194; number 16, H, carries 0.2330; number 17, H, carries 0.2190; number 18, H, carries 0.2314; number 19, H, carries 0.2187; number 20, H, carries 0.2193



Entry 2:
ORCA calculation (the ωB97M-V functional and the def2-TZVPD basis) on the molecule C3H6N2O.

Computed properties:
**Gap between HOMO and LUMO**: 10.5 eV
**E_LUMO**: 0.91 eV

Geometry as ORCA input:
```
! wB97M-V def2-TZVPD RIJCOSX def2/J DEFGRID3
* xyz 0 1
N -1.53 -0.03 -0.51
C -0.41 0.05 0.39
C 0.58 1.20 0.17
N 1.72 0.84 -0.32
O 1.75 -0.51 -0.46
C 0.62 -1.08 0.19
H -1.25 0.00 -1.50
H -2.16 0.74 -0.42
H -0.78 -0.08 1.41
H 0.38 2.24 0.37
H 0.22 -1.87 -0.48
H 0.87 -1.50 1.15
*
```

Which charges does natural (NBO) predict for the atoms? In e, they are: number 1, N, carries -0.8198; number 2, C, carries -0.1391; number 3, C, carries -0.0445; number 4, N, carries -0.0653; number 5, O, carries -0.3564; number 6, C, carries -0.1048; number 7, H, carries 0.3608; number 8, H, carries 0.3613; number 9, H, carries 0.2095; number 10, H, carries 0.2060; number 11, H, carries 0.2049; number 12, H, carries 0.1877



Entry 3:
ORCA calculation (the ωB97M-V functional and the def2-TZVPD basis) on a cluster of 2 separate species, C10H13O2 in total.

Computed properties:
**Gap between HOMO and LUMO**: 6.8 eV
**E_LUMO**: 2.93 eV

Geometry as ORCA input:
```
! wB97M-V def2-TZVPD RIJCOSX def2/J DEFGRID3
* xyz -1 1
C 1.18 2.07 1.12
C 1.94 2.25 2.46
C -0.17 2.95 1.08
O -0.90 2.81 2.08
O -0.37 3.61 0.05
H 1.84 2.42 0.38
H 0.99 1.02 0.84
H 1.42 2.02 3.38
H 2.14 3.33 2.48
H 2.84 1.72 2.39
C 0.13 -4.45 -1.21
C -0.74 -0.23 -0.94
C -1.52 -1.17 -0.17
C 0.31 -0.76 -1.71
C -1.21 -2.52 -0.36
C 0.75 -2.11 -1.98
C -0.07 -2.93 -1.24
H -0.83 0.81 -0.85
H -2.37 -0.76 0.41
H 0.90 -0.03 -2.04
H -1.91 -3.32 -0.11
H 1.28 -2.43 -2.82
H 0.63 -5.00 -1.93
H -0.80 -5.01 -1.15
H 0.48 -4.62 -0.20
*
```

Which charges does natural (NBO) predict for the atoms? In e, they are: number 1, C, carries -0.5184; number 2, C, carries -0.6015; number 3, C, carries 0.7681; number 4, O, carries -0.7913; number 5, O, carries -0.7889; number 6, H, carries 0.1803; number 7, H, carries 0.1843; number 8, H, carries 0.2077; number 9, H, carries 0.1908; number 10, H, carries 0.1734; number 11, C, carries -0.6451; number 12, C, carries -0.2224; number 13, C, carries -0.1757; number 14, C, carries -0.1695; number 15, C, carries -0.2604; number 16, C, carries -0.2692; number 17, C, carries 0.0254; number 18, H, carries 0.2513; number 19, H, carries 0.2264; number 20, H, carries 0.1898; number 21, H, carries 0.2032; number 22, H, carries 0.2155; number 23, H, carries 0.2067; number 24, H, carries 0.2015; number 25, H, carries 0.2180



Entry 4:
ORCA calculation (the ωB97M-V functional and the def2-TZVPD basis) on a cluster of 15 separate species, H30O15 in total.

Computed properties:
**Gap between HOMO and LUMO**: 10.3 eV
**E_LUMO**: -0.15 eV

Geometry as ORCA input:
```
! wB97M-V def2-TZVPD RIJCOSX def2/J DEFGRID3
* xyz 0 1
O 13.39 -3.27 -10.97
H 13.61 -3.76 -10.14
H 12.41 -3.20 -10.88
O 16.21 -3.68 -9.60
H 15.80 -4.24 -10.25
H 16.71 -3.01 -10.12
O 17.25 -1.28 -7.28
H 17.94 -1.61 -7.87
H 17.40 -0.30 -7.14
O 15.78 -7.00 -9.04
H 16.66 -6.61 -8.85
H 15.32 -7.01 -8.19
O 13.72 -5.19 -9.07
H 13.04 -5.91 -8.99
H 14.61 -5.55 -9.22
O 13.43 -6.94 -11.50
H 13.99 -7.25 -12.26
H 14.18 -6.33 -11.26
O 19.52 -3.32 -9.38
H 19.54 -3.67 -8.48
H 19.69 -2.36 -9.25
O 17.48 -1.84 -11.07
H 18.26 -2.46 -11.15
H 16.86 -2.04 -11.82
O 16.58 -4.40 -6.64
H 15.90 -4.79 -6.02
H 15.93 -4.04 -7.29
O 15.26 -2.29 -12.52
H 14.52 -2.76 -12.08
H 14.79 -1.69 -13.04
O 14.71 -2.67 -7.57
H 15.23 -2.04 -7.12
H 15.18 -2.84 -8.39
O 17.27 0.60 -9.70
H 17.28 -0.34 -9.95
H 16.62 0.66 -8.98
O 14.27 -0.35 -10.77
H 14.52 0.16 -11.54
H 14.58 -1.23 -10.94
O 15.44 -5.39 -11.63
H 15.34 -5.25 -12.56
H 16.33 -5.82 -11.57
O 18.06 -5.66 -8.76
H 17.83 -4.79 -9.10
H 18.07 -5.65 -7.82
*
```

Which charges does natural (NBO) predict for the atoms? In e, they are: number 1, O, carries -1.0075; number 2, H, carries 0.5237; number 3, H, carries 0.4960; number 4, O, carries -1.0220; number 5, H, carries 0.4895; number 6, H, carries 0.5005; number 7, O, carries -0.9560; number 8, H, carries 0.4723; number 9, H, carries 0.4841; number 10, O, carries -0.9843; number 11, H, carries 0.4995; number 12, H, carries 0.4707; number 13, O, carries -0.9989; number 14, H, carries 0.5006; number 15, H, carries 0.4992; number 16, O, carries -0.9617; number 17, H, carries 0.4410; number 18, H, carries 0.4829; number 19, O, carries -0.9576; number 20, H, carries 0.4904; number 21, H, carries 0.4723; number 22, O, carries -0.9971; number 23, H, carries 0.4987; number 24, H, carries 0.5256; number 25, O, carries -0.9916; number 26, H, carries 0.4689; number 27, H, carries 0.4976; number 28, O, carries -0.9964; number 29, H, carries 0.5161; number 30, H, carries 0.4771; number 31, O, carries -0.9642; number 32, H, carries 0.4825; number 33, H, carries 0.4845; number 34, O, carries -0.9652; number 35, H, carries 0.4896; number 36, H, carries 0.4656; number 37, O, carries -0.9440; number 38, H, carries 0.4574; number 39, H, carries 0.4775; number 40, O, carries -0.9447; number 41, H, carries 0.4976; number 42, H, carries 0.5019; number 43, O, carries -0.9778; number 44, H, carries 0.5080; number 45, H, carries 0.4975



Entry 5:
ORCA calculation (the ωB97M-V functional and the def2-TZVPD basis) on a structure of composition C20H17Cl5GeN6OS2Sc.

Computed properties:
**Expectation value of S²**: 0.799
**Gap between HOMO and LUMO (spin up / spin down)**: 7.0 / 6.1 eV
**E_LUMO (spin up / spin down)**: -0.59 / -1.66 eV

Geometry as ORCA input:
```
! wB97M-V def2-TZVPD RIJCOSX def2/J DEFGRID3
* xyz 0 2
Sc -1.27 0.18 0.40
C 1.17 -2.40 4.34
S 2.13 -1.57 3.06
C 1.10 -1.71 1.63
S -0.65 -1.85 1.79
N 1.79 -1.74 0.56
N 0.02 0.87 -0.99
C -0.35 -3.08 -1.23
C -1.73 -2.74 -1.25
C -2.59 -3.74 -1.75
C -3.92 -3.50 -1.93
C -4.42 -2.23 -1.63
C -3.54 -1.31 -1.13
N -2.23 -1.53 -0.89
H 1.80 -2.36 5.23
H 0.22 -1.91 4.54
H 0.99 -3.44 4.08
H -0.02 -4.09 -1.40
H -2.16 -4.70 -2.00
H -4.57 -4.28 -2.32
H -5.46 -1.96 -1.77
H -3.91 -0.31 -0.90
N 2.21 4.65 0.50
C 1.79 4.72 1.79
O 1.95 5.69 2.49
C 1.09 3.50 2.32
C 1.08 3.26 3.69
C 0.44 2.14 4.17
C -0.17 1.28 3.27
N -0.19 1.51 1.95
C 0.42 2.61 1.49
H 2.75 5.43 0.16
H 2.32 3.77 0.03
H 1.57 3.97 4.34
H 0.41 1.91 5.22
H -0.68 0.39 3.60
H 0.36 2.77 0.43
Cl -3.53 0.49 4.05
Ge -3.86 -0.48 2.09
Cl -6.02 -0.20 1.89
Cl -3.19 1.67 0.59
Cl 3.67 2.74 -3.11
C 2.64 1.39 -3.59
C 2.81 1.01 -4.97
C 2.75 -0.16 -5.62
C 2.53 -1.50 -5.13
C 2.22 -2.49 -4.39
Cl 0.85 -1.98 -1.04
C 1.75 0.98 -2.67
N 0.87 0.96 -1.86
H 3.08 1.86 -5.60
H 2.93 -0.11 -6.69
H 2.77 -2.38 -5.83
*
```

Which charges does natural (NBO) predict for the atoms? In e, they are: number 1, Sc, carries 1.3471; number 2, C, carries -0.7459; number 3, S, carries 0.2841; number 4, C, carries -0.0827; number 5, S, carries -0.3364; number 6, N, carries -0.4854; number 7, N, carries -0.5831; number 8, C, carries -0.4956; number 9, C, carries 0.2208; number 10, C, carries -0.2385; number 11, C, carries -0.1392; number 12, C, carries -0.2885; number 13, C, carries 0.0440; number 14, N, carries -0.5877; number 15, H, carries 0.2356; number 16, H, carries 0.2309; number 17, H, carries 0.2287; number 18, H, carries 0.2341; number 19, H, carries 0.2225; number 20, H, carries 0.2230; number 21, H, carries 0.2333; number 22, H, carries 0.2235; number 23, N, carries -0.8128; number 24, C, carries 0.6573; number 25, O, carries -0.5916; number 26, C, carries -0.1840; number 27, C, carries -0.0819; number 28, C, carries -0.2509; number 29, C, carries 0.0973; number 30, N, carries -0.5414; number 31, C, carries 0.0868; number 32, H, carries 0.4103; number 33, H, carries 0.3999; number 34, H, carries 0.2474; number 35, H, carries 0.2347; number 36, H, carries 0.2365; number 37, H, carries 0.2263; number 38, Cl, carries -0.4990; number 39, Ge, carries 0.9565; number 40, Cl, carries -0.4747; number 41, Cl, carries -0.4667; number 42, Cl, carries -0.0209; number 43, C, carries -0.1072; number 44, C, carries -0.1960; number 45, C, carries -0.2205; number 46, C, carries -0.5194; number 47, C, carries 0.1214; number 48, Cl, carries 0.6197; number 49, C, carries 0.1207; number 50, N, carries 0.0180; number 51, H, carries 0.2272; number 52, H, carries 0.2283; number 53, H, carries 0.3345



Entry 6:
ORCA calculation (the ωB97M-V functional and the def2-TZVPD basis) on a cluster of 2 separate species, C6H12N2 in total.

Computed properties:
**Gap between HOMO and LUMO**: 9.4 eV
**E_LUMO**: 0.85 eV

Geometry as ORCA input:
```
! wB97M-V def2-TZVPD RIJCOSX def2/J DEFGRID3
* xyz 0 1
C -1.04 2.40 -0.90
C 0.24 1.63 -0.96
C 0.35 0.30 -1.27
N 1.69 0.01 -1.05
C 2.32 1.19 -0.79
N 1.47 2.17 -0.76
H -0.96 3.29 -1.53
H -1.31 2.73 0.10
H -1.82 1.74 -1.27
H -0.20 -0.46 -1.79
H 2.13 -0.84 -1.36
H 3.40 1.21 -0.76
C -0.98 -2.05 0.81
C -0.57 -1.75 2.27
H -1.09 -1.21 0.13
H -0.25 -2.77 0.45
H -1.99 -2.46 0.79
H -0.06 -2.61 2.64
H 0.16 -0.95 2.36
H -1.45 -1.58 2.90
*
```

Which charges does natural (NBO) predict for the atoms? In e, they are: number 1, C, carries -0.6282; number 2, C, carries 0.1017; number 3, C, carries -0.1318; number 4, N, carries -0.5247; number 5, C, carries 0.1701; number 6, N, carries -0.4601; number 7, H, carries 0.2220; number 8, H, carries 0.2215; number 9, H, carries 0.2103; number 10, H, carries 0.2188; number 11, H, carries 0.4091; number 12, H, carries 0.1930; number 13, C, carries -0.6137; number 14, C, carries -0.6072; number 15, H, carries 0.2104; number 16, H, carries 0.1971; number 17, H, carries 0.2015; number 18, H, carries 0.1993; number 19, H, carries 0.2074; number 20, H, carries 0.2036



no.,F_max (hartree/bohr)
1,0.133
2,0.041
3,0.113
4,0.051
5,0.018
6,0.026